Below is a structure of composition C3H4BrNO in a non-equilibrium geometry, with properties calculated with ωB97M-V/def2-TZVPD.

XYZ file:
```
10
C3H4BrNO | the OMol25 dataset | ωB97M-V/def2-TZVPD
C 1.912 -0.416 -0.022
C 0.791 0.150 0.366
C -0.464 -0.464 0.102
N -1.691 1.003 -0.099
O -1.034 -1.472 -0.123
Br -3.371 0.385 0.315
H 2.928 -0.098 0.266
H 1.705 -1.300 -0.570
H 0.786 1.122 0.977
H -1.562 1.089 -1.212
```

Values from the calculation:
lowest unoccupied orbital energy	-0.6	eV
HOMO energy	-8.562	eV
total energy	-2820.5957	a.u.
gap between HOMO and LUMO	0.29229	Ha
relative energy (zero: lowest compared OMol25 entry of this formula, charge and spin)	73.8	kcal per mole

Table of Mulliken atomic charges, one value per atom, all in e: number 1, C, carries -0.5496; number 2, C, carries -0.1950; number 3, C, carries 0.6538; number 4, N, carries -0.5587; number 5, O, carries -0.3836; number 6, Br, carries -0.0677; number 7, H, carries 0.2701; number 8, H, carries 0.2653; number 9, H, carries 0.2984; number 10, H, carries 0.2670